15
Properties=species:S:1:pos:R:3:lowdin_charge:R:1 method="wB97M-V/def2-TZVPD" relative_energy_kj_mol=450.16 homo_ev=-9.163 total_energy_ha=-378.96955 homo_lumo_gap_ha=0.3654
C -0.94836 -0.37906 -1.05879 0.047
C 1.30030 -1.36426 0.39326 -0.155
N -0.91122 0.75010 -0.33807 -0.183
N -1.57837 0.74626 0.91733 0.066
C 0.56316 1.24297 -0.32788 -0.300
O 0.89961 -0.64394 -0.75434 -0.264
O 0.99584 1.69875 0.71175 0.021
H -2.23317 1.52482 0.89629 0.085
H -0.86862 0.99664 1.61153 0.078
H -1.60141 -1.17934 -0.72047 0.120
H -0.73311 -0.26650 -2.11436 0.109
H 0.85680 1.55977 -1.33563 0.139
H 1.90221 -2.22392 0.08650 0.076
H 1.90162 -0.72384 1.04764 0.079
H 0.45473 -1.73844 0.98525 0.081